The following is a DFT calculation (ωB97M-V with the def2-TZVPD basis set) of one molecule with the formula C21H23N3O4S.

XYZ file:
```
52
Properties=species:S:1:pos:R:3:forces:R:3
C -6.217 -3.926 -0.367 0.1 0.0 0.0
H -6.622 -4.840 0.062 0.1 0.0 -0.1
O -6.749 -2.862 0.377 -0.1 0.2 0.2
C -6.311 -1.601 -0.075 0.0 0.1 0.1
C -6.974 -0.526 0.780 0.2 -0.1 -0.3
H -6.704 -0.692 1.825 0.0 0.0 0.1
H -8.056 -0.632 0.694 -0.1 0.0 0.0
C -6.568 0.882 0.343 -0.3 -0.2 0.0
N -5.157 1.128 0.531 0.0 0.0 0.3
C -4.280 1.114 -0.499 0.0 0.1 0.2
O -4.617 0.979 -1.659 0.0 -0.1 -0.3
C -2.844 1.285 -0.109 0.5 0.0 -0.2
C -1.895 0.688 -0.922 -0.1 0.0 0.1
C -0.540 0.819 -0.628 -0.2 0.4 0.6
C -0.140 1.563 0.488 -0.3 -0.1 -0.2
C -1.103 2.177 1.287 0.1 -0.1 -0.1
C -2.443 2.041 0.996 0.0 0.0 0.0
H -3.175 2.548 1.607 -0.1 0.1 0.1
H -0.765 2.759 2.131 0.0 0.1 0.1
C 1.286 1.704 0.808 -0.1 0.2 0.2
O 1.700 2.333 1.757 -0.1 0.0 0.0
N 2.157 1.056 -0.063 -0.1 0.0 0.0
C 1.765 0.330 -1.153 -0.1 -0.3 -0.6
S 2.813 -0.422 -2.172 0.2 -0.2 -0.3
N 0.428 0.238 -1.402 0.0 0.0 0.0
H 0.167 -0.294 -2.222 0.2 0.1 0.1
C 3.583 1.125 0.227 0.6 0.2 0.1
C 4.114 -0.200 0.710 0.1 0.1 -0.1
C 3.391 -0.975 1.599 0.2 0.1 -0.1
C 3.864 -2.206 2.021 0.0 -0.1 0.1
C 5.076 -2.665 1.544 -0.1 0.0 0.1
C 5.820 -1.900 0.662 0.2 0.2 -0.2
C 5.353 -0.661 0.240 -0.2 -0.1 0.3
O 6.022 0.168 -0.607 -0.3 0.0 0.2
C 7.191 -0.305 -1.229 0.2 0.0 -0.1
H 7.501 0.486 -1.911 0.0 -0.1 0.0
H 6.999 -1.219 -1.800 0.0 0.0 0.0
H 7.990 -0.487 -0.502 0.0 0.0 0.0
H 6.764 -2.281 0.305 0.1 0.0 -0.1
H 5.454 -3.626 1.858 0.0 -0.1 0.0
H 3.287 -2.799 2.713 0.0 -0.1 0.1
H 2.442 -0.609 1.967 -0.1 0.0 0.0
H 4.119 1.419 -0.678 -0.2 0.0 0.1
H 3.707 1.892 0.996 0.0 -0.1 -0.2
H -2.220 0.130 -1.788 -0.1 0.0 -0.1
H -4.809 1.101 1.476 0.1 0.0 -0.1
H -6.768 1.018 -0.722 -0.1 0.1 0.1
H -7.134 1.624 0.914 0.0 0.0 -0.1
H -5.213 -1.534 0.004 -0.1 0.0 -0.1
H -6.577 -1.459 -1.134 0.0 0.0 0.1
H -5.121 -3.947 -0.306 0.0 0.0 0.0
H -6.506 -3.857 -1.424 0.0 0.0 0.0
```
Positions in Å, forces in eV/Å.

Summary:
**Orbital gap**: 8.0 eV
**SMILES string**: COCCCNC(=O)c1ccc2c(=O)n(Cc3ccccc3OC)c(=S)[nH]c2c1
**Energy above the lowest of the compared OMol25 structures with the same formula, charge and spin**: 17.8 kcal/mol

These are the natural (NBO) partial charges, in e, on atoms 1 to 6:
1 C -0.244
2 H 0.194
3 O -0.540
4 C -0.059
5 C -0.419
6 H 0.201